The following is a DFT calculation (ωB97M-V/def2-TZVPD) of C22H44O9S as an isolated structure at a distorted geometry.

Geometry as XYZ:
```
76
Properties=species:S:1:pos:R:3:forces:R:3:lowdin_charge:R:1
C -2.648027 0.831844 -3.514833 2.231 0.795 -0.281 -0.14
C -4.110357 1.238491 -3.490609 0.525 0.662 -0.216 -0.15
C -4.789892 -0.082430 -3.464643 -1.372 -1.034 -0.086 -0.22
O -3.815004 -1.040862 -3.844564 -0.362 -0.939 0.574 -0.08
C -2.618691 -0.640129 -3.161078 -0.462 -0.594 -1.817 -0.21
H -1.950367 1.384643 -2.885716 -1.347 0.110 -0.380 0.06
H -2.241402 1.004809 -4.511246 -0.026 -0.357 -0.286 0.12
H -4.437538 1.653058 -4.444122 0.435 0.747 0.208 0.11
H -4.314788 1.910939 -2.657459 -0.251 -0.032 -0.293 0.10
H -5.599689 -0.073899 -4.194211 0.068 -0.448 -0.201 0.12
H -5.278718 -0.325564 -2.521226 0.254 -0.176 0.283 0.11
H -1.789739 -1.300831 -3.414883 0.008 0.432 -1.825 0.13
H -2.642312 -0.813424 -2.085189 -1.179 -0.054 -2.201 0.05
C 1.395106 -1.673373 -0.408034 -0.882 0.258 2.240 -0.14
C 0.671116 -1.804009 -1.665066 -1.524 0.888 -1.605 -0.12
C -0.831627 -2.044902 -1.321706 1.676 -0.829 -1.480 -0.16
O -0.991241 -1.744808 0.037253 9.654 -7.754 2.163 -0.21
C 0.244038 -1.207054 0.543350 0.890 -0.100 -0.494 -0.10
H 2.121060 -0.861904 -0.458991 -0.805 -1.404 -0.409 0.05
H 1.758153 -2.595457 0.045911 0.510 -0.088 -0.348 0.14
H 1.139460 -2.399640 -2.448621 -0.352 -0.320 0.158 0.13
H 0.634938 -0.780140 -2.037226 0.162 -0.484 -0.628 0.08
H -1.110574 -3.039865 -1.668600 -0.373 -0.393 0.851 0.14
H -1.474649 -1.367676 -1.883837 1.311 -0.773 0.947 0.04
H 0.466614 -1.351828 1.600513 -1.160 -0.984 -0.563 0.11
H 0.145627 -0.121879 0.515025 0.260 0.156 -0.331 0.10
C -2.626993 0.452477 1.227982 2.330 -1.550 1.134 -0.17
C -3.706182 1.366568 0.944556 -2.729 0.403 -1.517 -0.14
C -4.331939 0.619275 -0.288602 -0.365 2.642 -1.216 -0.16
O -3.245354 0.094949 -1.040375 -1.517 2.243 3.918 -0.20
C -2.239745 -0.285257 -0.062057 -5.005 2.724 0.300 -0.21
H -2.847971 -0.298584 1.986386 0.199 0.249 0.328 0.14
H -1.782830 1.103374 1.455629 -0.060 -0.782 1.407 0.09
H -3.235194 2.340617 0.812384 -0.574 0.249 -0.995 0.11
H -4.486495 1.537573 1.686154 0.202 -0.337 0.342 0.12
H -4.818781 1.228674 -1.049994 -0.084 0.823 0.469 0.09
H -5.199947 -0.000152 -0.062798 0.671 -1.166 0.737 0.12
H -1.206971 -0.042167 -0.311818 -1.929 0.948 -0.978 0.07
H -2.237526 -1.367563 0.067225 -4.068 2.175 0.242 0.09
C 2.129153 -1.501839 3.349993 0.929 -1.182 1.827 -0.16
C 3.605516 -1.063089 3.186946 -1.931 -1.723 0.620 -0.21
C 4.495638 -2.027689 4.000049 -2.195 1.582 -0.425 -0.13
O 3.595748 -3.103653 4.434578 -0.228 0.506 -1.321 -0.14
C 2.291294 -2.997653 3.716985 0.677 1.731 0.639 -0.13
H 1.587930 -1.286879 2.428599 0.460 -0.990 1.302 0.05
H 1.623165 -0.972441 4.157347 -0.069 -0.064 0.306 0.11
H 3.642999 0.008206 3.384467 0.801 -1.130 0.733 0.08
H 3.728944 -1.173459 2.109593 -0.079 -1.521 3.349 0.04
H 4.836237 -1.392490 4.817744 0.281 -0.885 0.670 0.11
H 5.336144 -2.267533 3.348784 0.024 -0.912 0.306 0.11
H 1.506462 -3.252284 4.429234 0.252 -0.581 -0.099 0.11
H 2.211236 -3.550597 2.781072 0.456 -0.650 0.239 0.11
C 1.150987 1.524874 -1.911185 1.705 0.482 -1.492 -0.15
C -0.303887 1.617689 -1.628982 -0.182 1.767 -1.511 -0.16
C -0.314852 2.123524 -0.220147 -0.136 -0.879 1.260 -0.14
O 1.079131 2.159236 0.168625 -1.316 2.190 0.853 -0.18
C 1.812170 2.515610 -0.957376 0.185 -2.128 -1.710 -0.17
H 1.487380 1.855104 -2.893980 -0.460 -0.640 -0.564 0.13
H 1.425843 0.485523 -1.731450 0.952 0.798 0.069 0.07
H -0.842945 0.703076 -1.875945 0.377 0.320 0.624 0.09
H -0.692808 2.388390 -2.294462 -0.207 0.067 0.088 0.12
H -0.832542 1.390289 0.398293 0.983 0.569 -0.062 0.05
H -0.860581 3.034378 0.026037 0.412 0.554 -0.603 0.14
H 2.864595 2.240301 -0.888750 -0.327 0.366 0.422 0.10
H 1.761024 3.532567 -1.346320 -0.510 0.366 0.460 0.13
C 2.208507 0.926372 2.123621 -0.957 0.841 1.386 -0.17
C 3.506386 1.742204 2.142470 -1.157 0.799 0.529 -0.15
O 3.886303 1.601515 0.816967 2.395 -1.157 -2.793 -0.21
S 3.960294 0.019716 0.445301 0.169 0.857 1.873 0.84
O 4.950567 -0.660836 1.299913 0.181 2.364 -4.817 -0.23
O 3.868009 -0.173618 -0.990563 0.431 0.596 2.549 -0.20
O 2.482719 -0.217567 1.328255 1.900 1.777 -3.443 -0.38
H 1.349117 1.396557 1.645648 1.062 0.354 0.372 0.11
H 1.811790 0.668194 3.105490 0.686 -0.359 0.008 0.13
H 4.326175 1.393236 2.770383 -0.308 0.105 0.163 0.13
H 3.360581 2.811173 2.297901 -0.214 -0.099 0.044 0.15
```
Positions in Å, forces in eV/Å.

Results
Charge   0
Calculated total energy   -52772.020 eV
Lowest unoccupied orbital energy   0.4 eV
Energy above the lowest of the compared OMol25 structures with the same formula, charge and spin   1690.09 kJ/mol
HOMO energy   -8.109 eV
Max |F|   12.57 eV Å⁻¹